Entry 1:
Computed, not measured: a cluster of 4 separate species, C3H14O4 in total at a distorted geometry, with ωB97M-V/def2-TZVPD.

Atoms and positions in Å:
O  -0.146  1.573  0.992
O  2.216  2.062  -0.296
O  -0.593  -2.114  -0.429
O  -2.277  -0.231  2.908
C  -0.752  0.138  -1.499
C  0.042  -1.146  -1.326
C  1.420  -0.982  -0.810
H  0.673  1.967  0.709
H  -1.610  -2.000  -0.315
H  2.194  1.333  -1.044
H  1.338  -0.299  -0.028
H  -0.962  0.414  -0.446
H  -0.143  1.732  1.936
H  2.758  2.722  -0.839
H  -0.238  1.011  -2.034
H  -1.758  -0.081  -1.933
H  2.031  -0.496  -1.579
H  -1.872  -1.124  2.859
H  0.152  -1.670  -2.416
H  -2.268  0.073  1.975
H  1.848  -1.961  -0.431

Computed properties:
E_tot, a.u.: -423.60978
Highest occupied orbital energy, Ha: -0.36558
Net charge: 0
Relative energy (zero: lowest compared OMol25 entry of this formula, charge and spin), eV: 1.5993
F_max, eV/A: 4.52
Frontier orbital gap, eV: 10.30
LUMO energy, eV: 0.355
Structure (SMILES): CC(C)O.O.O.O
2S+1: 1


Entry 2:
Computed, not measured: the ion CHO5S with charge -1 at a distorted geometry, with ωB97M-V/def2-TZVPD.

Atoms and positions in Å:
S  2.071  -0.060  0.020
O  0.467  -0.973  0.514
O  -1.309  -1.857  -0.372
O  2.799  -1.162  -0.590
O  1.619  1.026  -0.818
O  2.582  0.308  1.369
C  -0.446  -0.985  -0.429
H  -0.496  -0.256  -1.210

Computed properties:
E_tot, a.u.: -813.18832
Highest occupied orbital energy, Ha: -0.22857
Net charge: -1
Relative energy (zero: lowest compared OMol25 entry of this formula, charge and spin), eV: 0.5012
F_max, eV/A: 3.32
Frontier orbital gap, eV: 10.20
LUMO energy, eV: 3.980
Structure (SMILES): O=COS(=O)(=O)[O-]
2S+1: 1


Copy entry 2 word for word.
Computed, not measured: the ion CHO5S with charge -1 at a distorted geometry, with ωB97M-V/def2-TZVPD.

Atoms and positions in Å:
S  2.071  -0.060  0.020
O  0.467  -0.973  0.514
O  -1.309  -1.857  -0.372
O  2.799  -1.162  -0.590
O  1.619  1.026  -0.818
O  2.582  0.308  1.369
C  -0.446  -0.985  -0.429
H  -0.496  -0.256  -1.210

Computed properties:
E_tot, a.u.: -813.18832
Highest occupied orbital energy, Ha: -0.22857
Net charge: -1
Relative energy (zero: lowest compared OMol25 entry of this formula, charge and spin), eV: 0.5012
F_max, eV/A: 3.32
Frontier orbital gap, eV: 10.20
LUMO energy, eV: 3.980
Structure (SMILES): O=COS(=O)(=O)[O-]
2S+1: 1


What is the formula in the second record? CHO5S


Which value of highest occupied orbital energy does entry 1 give? -0.36558 Ha